{
  "formula": "C22H38N6O2S2Si4SnTe",
  "method": "wB97M-V/def2-TZVPD",
  "symbols": ["Sn", "O", "C", "O", "C", "C", "C", "C", "C", "N", "H", "H", "H", "H", "N", "C", "N", "C", "C", "S", "C", "C", "S", "C", "N", "N", "H", "H", "H", "H", "H", "H", "N", "C", "H", "C", "Si", "C", "C", "Si", "Te", "Si", "C", "C", "C", "Si", "C", "C", "C", "H", "H", "H", "H", "H", "H", "H", "H", "H", "H", "H", "H", "H", "H", "H", "H", "H", "H", "H", "H", "H", "H", "H", "H", "H", "H", "H"],
  "positions_angstrom": [[-0.19920, 0.68668, -2.75069], [-3.46240, -1.03080, -5.05060], [-2.53341, -0.86895, -4.28588], [-1.94274, 0.25537, -4.05992], [-1.99990, -2.07323, -3.52544], [-2.60074, -3.31597, -3.65473], [-2.06809, -4.38226, -2.95505], [-0.95597, -4.17515, -2.15052], [-0.43166, -2.89979, -2.06930], [-0.94362, -1.87438, -2.74433], [-3.45846, -3.40794, -4.30407], [-2.51503, -5.36444, -3.02688], [-0.51565, -4.98169, -1.58261], [0.41491, -2.67331, -1.43001], [-1.70565, 2.31542, -6.25337], [-1.24753, 3.33875, -5.48221], [-0.56842, 3.16059, -4.38939], [-0.26653, 4.36810, -3.79424], [-0.68775, 5.46941, -4.45961], [-1.53077, 5.00383, -5.89214], [0.43370, 4.35021, -2.50363], [0.43020, 5.33545, -1.57540], [1.39092, 4.87132, -0.21861], [1.71498, 3.36263, -1.00940], [1.16164, 3.22565, -2.17504], [2.53030, 2.42154, -0.46022], [-1.87909, 1.45489, -5.72904], [-2.41625, 2.54161, -6.92995], [-0.53457, 6.50450, -4.21753], [-0.09190, 6.27443, -1.59293], [2.60009, 2.39567, 0.54527], [2.47735, 1.51614, -0.89842], [-3.38202, 2.64340, -2.35748], [-2.29215, 2.25565, -2.31702], [-4.33566, 2.90237, -2.48317], [-0.36388, -3.05915, 4.16462], [-1.14770, -2.01020, 2.81028], [-1.84619, -3.15562, 1.49687], [-2.54324, -0.98319, 3.53359], [0.40240, -0.57028, 1.79586], [-0.99263, 0.53829, 0.02990], [2.31719, -1.83900, 1.32266], [1.95418, -3.62558, 0.85614], [3.30504, -1.92314, 2.92434], [3.39538, -1.08995, -0.02578], [0.98704, 1.11780, 3.33256], [2.65330, 1.94677, 2.96643], [1.08995, 0.36539, 5.05487], [-0.32141, 2.45749, 3.33774], [-1.12203, -3.67651, 4.65089], [0.11031, -2.44850, 4.93077], [0.39430, -3.72820, 3.75696], [-2.68264, -3.73490, 1.89285], [-1.08948, -3.85565, 1.14028], [-2.20243, -2.58150, 0.64105], [-3.35912, -1.62109, 3.87871], [-2.93895, -0.30375, 2.77794], [-2.20566, -0.38272, 4.37884], [1.34003, -4.10792, 1.61600], [2.89434, -4.17747, 0.78720], [1.43642, -3.72691, -0.09804], [2.69627, -2.34117, 3.72693], [3.65638, -0.94604, 3.25216], [4.17617, -2.56942, 2.79747], [2.84694, -0.99452, -0.96567], [4.26678, -1.72001, -0.21466], [3.76201, -0.10330, 0.25625], [3.32189, 1.33632, 2.35961], [3.17785, 2.16391, 3.89874], [2.49983, 2.90528, 2.46500], [1.84885, -0.41428, 5.11090], [0.13565, -0.07730, 5.33932], [1.33785, 1.12854, 5.79522], [-0.43173, 2.89177, 2.34402], [-0.05381, 3.25111, 4.03883], [-1.29436, 2.05895, 3.62587]],
  "atomic_forces_ev_per_a": [[0.0, -0.3, -0.4], [-0.2, 0.0, -0.2], [0.0, -0.3, 0.1], [0.3, 0.2, 0.1], [0.1, 0.1, 0.1], [0.0, 0.0, -0.1], [0.0, 0.0, 0.0], [-0.1, 0.0, 0.0], [0.0, 0.1, 0.0], [0.1, 0.3, -0.1], [0.0, 0.0, 0.0], [0.0, 0.0, 0.0], [0.0, 0.0, 0.0], [-0.1, 0.0, -0.1], [-0.1, -0.2, 0.1], [-0.1, -0.1, -0.1], [0.0, 0.0, 0.1], [0.0, 0.1, 0.0], [0.0, 0.0, 0.0], [0.0, 0.0, 0.0], [0.0, 0.1, -0.1], [0.0, 0.0, 0.0], [0.0, 0.0, 0.0], [0.0, -0.1, 0.0], [-0.1, 0.0, 0.0], [0.2, 0.1, 0.1], [0.1, 0.1, -0.1], [0.0, 0.0, 0.0], [0.0, 0.1, 0.0], [0.0, 0.1, 0.0], [0.0, 0.0, -0.1], [0.0, -0.1, 0.0], [0.2, 0.0, 0.0], [-0.1, 0.0, 0.0], [-0.1, 0.0, 0.0], [0.0, 0.0, 0.0], [0.0, 0.0, 0.0], [0.0, 0.0, 0.0], [0.0, 0.0, 0.0], [0.0, 0.0, -0.1], [-0.1, 0.1, 0.3], [0.1, 0.0, 0.0], [-0.1, 0.0, -0.1], [0.0, 0.0, -0.1], [-0.1, 0.0, 0.0], [0.0, -0.1, 0.0], [-0.1, 0.0, 0.0], [0.0, 0.0, 0.0], [0.0, 0.0, 0.0], [0.0, 0.0, 0.0], [0.0, 0.1, 0.1], [0.0, 0.0, 0.0], [0.0, 0.0, 0.0], [0.0, 0.0, 0.0], [0.0, 0.0, 0.0], [0.0, 0.0, 0.0], [0.0, 0.0, 0.0], [0.0, 0.0, 0.1], [0.0, 0.0, 0.1], [0.0, 0.0, 0.0], [0.0, 0.0, 0.0], [0.0, 0.0, 0.1], [0.0, 0.1, 0.0], [0.0, 0.0, 0.0], [0.0, 0.0, 0.0], [0.0, 0.0, 0.0], [0.0, 0.1, 0.0], [0.1, -0.1, 0.0], [0.0, 0.0, 0.0], [0.0, 0.1, 0.0], [0.1, -0.1, 0.0], [-0.1, 0.0, 0.0], [0.0, 0.1, 0.0], [0.0, 0.0, -0.1], [0.0, 0.0, 0.0], [-0.1, 0.0, 0.0]],
  "lowdin_charge": [0.885, 0.068, -0.593, -0.314, -0.189, 0.011, -0.043, -0.050, -0.137, 0.007, 0.120, 0.110, 0.106, 0.086, 0.109, -0.700, 0.027, -0.359, -0.361, 1.033, -0.359, -0.354, 1.034, -0.721, 0.022, 0.118, 0.071, 0.091, 0.070, 0.072, 0.039, 0.061, 0.179, -0.186, 0.101, -0.210, 0.304, -0.222, -0.220, 0.033, 0.379, 0.336, -0.206, -0.213, -0.215, 0.332, -0.213, -0.218, -0.232, 0.031, 0.011, 0.012, 0.032, 0.011, 0.005, 0.030, 0.014, 0.016, 0.013, 0.037, -0.003, 0.019, 0.016, 0.034, 0.018, 0.034, 0.010, 0.006, 0.036, 0.013, 0.016, 0.012, 0.032, -0.003, 0.033, 0.023],
  "charge": 0,
  "lumo_energy_ev": 0.3,
  "e_above_lowest_kcal_mol": 1.55,
  "homo_energy_ev": -7.07,
  "gap_ev": 7.39
}

***

{
  "formula": "C45H50F40O15",
  "method": "wB97M-V/def2-TZVPD",
  "symbols": ["F", "C", "F", "C", "F", "F", "C", "O", "C", "F", "F", "C", "F", "F", "H", "H", "H", "H", "F", "C", "F", "C", "F", "F", "C", "O", "C", "F", "F", "C", "F", "F", "H", "H", "H", "H", "F", "C", "F", "C", "F", "F", "C", "O", "C", "F", "F", "C", "F", "F", "H", "H", "H", "H", "F", "C", "F", "C", "F", "F", "C", "O", "C", "F", "F", "C", "F", "F", "H", "H", "H", "H", "F", "C", "F", "C", "F", "F", "C", "O", "C", "F", "F", "C", "F", "F", "H", "H", "H", "H", "O", "C", "C", "C", "C", "O", "H", "H", "H", "H", "H", "H", "O", "C", "C", "C", "C", "O", "H", "H", "H", "H", "H", "H", "O", "C", "C", "C", "C", "O", "H", "H", "H", "H", "H", "H", "O", "C", "C", "C", "C", "O", "H", "H", "H", "H", "H", "H", "O", "C", "C", "C", "C", "O", "H", "H", "H", "H", "H", "H"],
  "positions_angstrom": [[1.79832, -4.63089, -5.32788], [1.69025, -5.17697, -4.09585], [1.46202, -6.51116, -4.14711], [2.91189, -4.86012, -3.24296], [3.98314, -5.61269, -3.62711], [2.65280, -5.19171, -1.95085], [3.33681, -3.38772, -3.32025], [2.19008, -2.53325, -3.18800], [2.04632, -1.49285, -4.10374], [2.17973, -1.96530, -5.34921], [0.75627, -1.12576, -3.99540], [2.93449, -0.30829, -3.72361], [4.23187, -0.70901, -3.61203], [2.90108, 0.67170, -4.65212], [0.80340, -4.73215, -3.62937], [3.90948, -3.17124, -4.21961], [3.94907, -3.12575, -2.45471], [2.61890, 0.14748, -2.78043], [8.91528, 4.22411, -2.07697], [8.65617, 4.92662, -3.20328], [9.63950, 5.83611, -3.43364], [8.33514, 4.03015, -4.42642], [9.40818, 3.29983, -4.80392], [7.97248, 4.76416, -5.49407], [7.23029, 3.06700, -3.99310], [6.02086, 3.74139, -3.67268], [4.93025, 2.88456, -3.63743], [4.79116, 2.31864, -4.84762], [5.06596, 1.94264, -2.68627], [3.69003, 3.69075, -3.24954], [3.54722, 4.80676, -4.00625], [2.54870, 2.98766, -3.23309], [7.75786, 5.53558, -3.03500], [7.58791, 2.46492, -3.15937], [7.12970, 2.37497, -4.83408], [3.89041, 4.06195, -2.23648], [-0.26803, -0.16666, 3.29475], [-1.58525, -0.51855, 3.35759], [-1.86278, -1.29495, 2.28301], [-1.88786, -1.22489, 4.68541], [-3.22782, -1.43213, 4.76886], [-1.50749, -0.39893, 5.69879], [-1.14869, -2.53144, 4.87754], [-1.38133, -3.14961, 6.13804], [-0.53256, -4.16411, 6.46785], [-0.72221, -5.21308, 5.66072], [0.75848, -3.77449, 6.36440], [-0.80755, -4.53533, 7.93130], [-0.10067, -5.61236, 8.32365], [-0.49945, -3.47753, 8.72019], [-2.12618, 0.43208, 3.32834], [-0.07689, -2.44112, 4.70025], [-1.44646, -3.26590, 4.12240], [-1.87717, -4.72968, 8.06068], [-4.56997, -6.15337, -1.36653], [-4.38723, -4.87987, -1.80081], [-5.32406, -4.10026, -1.21530], [-2.95351, -4.41175, -1.55407], [-2.73400, -3.14205, -2.02143], [-2.03801, -5.18755, -2.18672], [-2.54563, -4.36038, -0.08000], [-3.41368, -3.58999, 0.73698], [-3.93173, -4.16346, 1.88386], [-4.54278, -5.33801, 1.63211], [-2.90111, -4.41973, 2.70227], [-4.87755, -3.09627, 2.45419], [-5.91360, -2.88946, 1.62591], [-5.31398, -3.45268, 3.68504], [-4.56068, -4.85319, -2.88654], [-1.52638, -3.97346, -0.02837], [-2.49575, -5.36854, 0.34043], [-4.26618, -2.20343, 2.62296], [-1.62626, 1.60246, -3.93062], [-0.81568, 2.50239, -4.53558], [-0.90460, 2.38956, -5.87761], [-1.10393, 3.95403, -4.09645], [-2.41275, 4.25672, -4.33059], [-0.37700, 4.77603, -4.87495], [-0.83524, 4.17042, -2.61829], [-0.91558, 5.57607, -2.37260], [-0.28011, 6.01156, -1.24278], [-0.61055, 5.19017, -0.21555], [1.05262, 5.96073, -1.35951], [-0.80425, 7.43106, -0.98639], [-0.48897, 7.90552, 0.25512], [-0.36194, 8.27653, -1.94733], [0.21910, 2.27283, -4.25450], [0.16306, 3.84737, -2.31593], [-1.58248, 3.70100, -1.97996], [-1.90172, 7.47107, -1.00128], [3.59240, -0.70653, -0.32489], [3.75257, 0.14589, 0.50946], [3.72838, 1.66413, 0.31015], [3.54218, 2.21270, 1.71100], [3.75589, 1.00433, 2.63792], [3.75245, -0.15758, 1.80925], [4.65052, 1.95985, -0.18800], [2.86573, 1.85199, -0.32866], [4.24941, 3.00440, 1.95349], [2.54227, 2.64271, 1.76536], [4.73068, 1.08985, 3.11772], [2.98140, 0.98805, 3.40109], [0.78926, 1.35579, -1.52497], [-0.21605, 0.89335, -1.05207], [-0.70921, -0.55426, -1.03727], [-2.18682, -0.33880, -0.81730], [-2.24764, 0.89474, -0.00544], [-1.11029, 1.67551, -0.38855], [-0.48658, -0.98035, -2.01281], [-0.13601, -1.06421, -0.26269], [-2.66785, -0.15351, -1.78016], [-2.73801, -1.13923, -0.32532], [-3.18448, 1.40095, -0.24462], [-2.24427, 0.73077, 1.07124], [-1.98670, 3.24778, 6.16838], [-1.89362, 3.66879, 5.05998], [-2.41864, 4.96542, 4.45915], [-2.26825, 4.75208, 2.97112], [-1.25630, 3.62677, 2.84447], [-1.29917, 2.91395, 4.08175], [-3.46528, 5.02606, 4.74788], [-1.80234, 5.75923, 4.87996], [-3.21601, 4.44579, 2.52084], [-1.96450, 5.65747, 2.44658], [-1.39000, 3.01571, 1.95541], [-0.31201, 4.16615, 2.70403], [-4.73020, 0.37391, 2.42985], [-5.61810, 0.12902, 1.65734], [-7.12621, 0.26927, 1.81109], [-7.64236, -0.44423, 0.54337], [-6.43471, -0.61576, -0.36939], [-5.29737, -0.24699, 0.40802], [-7.59437, -0.16133, 2.68798], [-7.28875, 1.34721, 1.75463], [-8.02566, -1.40666, 0.88035], [-8.42632, 0.14295, 0.07091], [-6.41458, -1.61221, -0.80422], [-6.51371, 0.12828, -1.16520], [0.12016, -5.58014, 2.71468], [0.69060, -4.70812, 2.13126], [1.54969, -4.80746, 0.88340], [1.66023, -3.35138, 0.44844], [1.31689, -2.52358, 1.67386], [0.55479, -3.41837, 2.50833], [2.51170, -5.24976, 1.13153], [1.05611, -5.35539, 0.08474], [2.68636, -3.15252, 0.13194], [1.04996, -3.01938, -0.39329], [2.18580, -2.21560, 2.26009], [0.70589, -1.64295, 1.49321]],
  "atomic_forces_ev_per_a": [[0.4, -0.6, -0.1], [-1.4, 0.3, 0.8], [0.5, 0.1, -0.4], [1.0, 0.5, -0.3], [-0.3, 0.1, 0.0], [-0.3, 0.0, -0.1], [0.0, 0.6, 0.6], [-0.2, 0.2, -0.6], [-0.6, -1.5, 0.7], [0.7, 0.5, -0.3], [-0.1, 0.5, 0.1], [0.4, 0.8, 0.3], [-0.2, -0.2, -0.2], [-0.4, -0.4, -0.5], [0.2, 0.0, 0.0], [-0.2, -0.3, -0.1], [0.3, -0.5, -0.1], [-0.1, -0.4, 0.1], [0.3, -0.2, -0.5], [-1.0, 1.7, -0.6], [0.3, -0.7, 0.0], [0.0, -0.2, 1.3], [0.1, -0.2, 0.2], [-0.1, 0.3, 0.3], [0.5, -0.9, -0.8], [-0.5, -0.5, 0.3], [0.1, 1.2, -1.0], [0.0, -0.4, 0.2], [0.2, -0.5, -0.2], [0.5, 1.7, 1.3], [-0.1, -0.6, -0.4], [0.1, -0.3, -0.4], [0.0, -0.3, 0.1], [0.0, 0.2, 0.2], [-0.4, 0.1, 0.0], [-0.2, -0.2, 0.1], [0.1, -0.5, 0.0], [0.1, 1.1, 0.4], [-0.1, -0.2, 0.2], [0.8, -1.0, 1.1], [0.0, 0.3, -0.1], [-0.4, 0.3, -0.4], [0.5, -1.7, -1.2], [-0.2, 0.6, 0.6], [-0.1, 0.8, 0.2], [0.2, -0.4, -0.1], [0.3, -0.2, -0.2], [-1.1, 0.2, 0.2], [0.2, 0.2, -0.2], [0.3, -0.2, -0.1], [-0.4, -0.3, -0.2], [-0.1, 0.6, 0.2], [-0.3, 0.4, -0.2], [0.1, -0.2, -0.1], [0.4, 0.4, 0.1], [-0.5, -0.3, -1.7], [0.5, 0.1, 0.1], [1.0, 1.0, 2.1], [-0.9, -0.2, -0.5], [-0.6, -0.3, -0.1], [0.2, -1.3, 1.0], [-0.6, 0.4, -0.4], [0.5, 0.2, -1.4], [-0.1, 0.1, 0.1], [-0.2, -0.2, 0.7], [1.3, 0.2, 1.1], [-0.2, 0.0, 0.1], [-0.4, -0.4, -0.3], [-0.1, -0.1, 0.2], [-0.1, 0.3, -0.1], [0.0, -0.1, -0.4], [-0.4, 0.2, -0.5], [-0.3, 0.3, -0.1], [1.4, 0.2, 0.1], [-0.5, 0.0, 0.2], [-0.9, -0.3, 0.2], [-0.1, -0.1, -0.1], [0.3, -0.1, 0.1], [0.6, 0.5, 0.6], [0.1, 0.7, 0.1], [-0.9, -0.5, -0.8], [0.1, 0.2, 0.6], [0.4, 0.1, 0.1], [-1.3, 0.8, 0.3], [0.7, -0.3, -0.5], [0.4, -0.3, 0.5], [-0.1, -0.1, 0.0], [-0.1, -0.4, -0.3], [0.0, -0.4, -0.3], [0.2, -0.5, -0.3], [0.5, 0.1, -0.1], [-1.2, 0.2, -0.6], [0.2, -0.9, -0.1], [0.0, 0.4, -0.2], [0.3, 1.1, 0.0], [0.0, -0.3, 0.7], [-0.1, 0.1, 0.0], [0.2, 0.1, -0.2], [0.0, 0.0, 0.0], [0.0, -0.1, 0.4], [0.0, -0.2, 0.1], [0.0, -0.6, -0.1], [-0.1, 0.0, 0.0], [-0.1, -0.1, 0.3], [0.4, 0.8, -0.8], [-0.4, -1.3, -0.1], [-1.0, 0.7, 0.6], [0.4, 0.2, -0.4], [0.1, -0.2, 0.2], [-0.3, -0.1, 0.1], [0.1, -0.1, 0.0], [0.2, -0.1, -0.1], [0.3, 0.5, 0.1], [0.2, 0.0, 0.0], [0.0, 0.3, 0.2], [-0.2, -0.6, -0.4], [0.1, -0.8, 0.3], [-0.8, 0.2, -0.7], [0.6, 1.4, -0.2], [0.1, -0.1, -0.5], [0.1, 0.4, 0.3], [-0.3, 0.2, -0.1], [-0.1, 0.0, 0.2], [0.1, -0.1, 0.0], [-0.2, -0.5, 0.4], [0.4, -0.7, 0.3], [-0.3, 0.1, 0.3], [0.4, 0.0, 0.5], [0.4, -0.1, -1.3], [-0.4, 0.0, 0.9], [-1.0, 1.1, -0.3], [0.2, -0.7, -0.3], [0.5, 0.2, 0.4], [-0.2, 0.0, 0.3], [-0.2, 0.0, -0.4], [-0.1, -0.3, -0.1], [0.7, 0.0, 0.2], [0.2, -0.2, -0.2], [0.0, -0.2, 0.1], [-0.4, -0.3, -0.3], [-0.7, 0.9, -0.2], [1.4, 0.8, -0.5], [0.3, -0.4, 0.6], [-0.1, 0.2, 0.1], [0.0, -0.1, -0.1], [0.0, -0.6, 0.4], [-0.1, 0.3, 0.0], [-0.3, -0.6, 0.0], [0.0, 0.0, -0.2], [0.0, -0.1, -0.1]],
  "lowdin_charge": [0.104, -0.302, 0.100, -0.425, 0.118, 0.114, -0.042, 0.011, -0.530, 0.164, 0.143, -0.270, 0.090, 0.089, 0.168, 0.147, 0.146, 0.146, 0.097, -0.298, 0.088, -0.456, 0.129, 0.145, -0.066, 0.044, -0.538, 0.155, 0.148, -0.290, 0.107, 0.101, 0.169, 0.145, 0.153, 0.173, 0.080, -0.285, 0.092, -0.417, 0.127, 0.132, -0.055, 0.054, -0.562, 0.165, 0.145, -0.287, 0.104, 0.097, 0.150, 0.136, 0.121, 0.173, 0.102, -0.287, 0.097, -0.423, 0.105, 0.122, -0.044, 0.012, -0.529, 0.163, 0.162, -0.284, 0.126, 0.107, 0.175, 0.140, 0.153, 0.143, 0.097, -0.300, 0.106, -0.436, 0.116, 0.145, -0.043, 0.034, -0.549, 0.132, 0.165, -0.267, 0.077, 0.106, 0.155, 0.128, 0.140, 0.175, 0.110, -0.463, -0.068, -0.137, -0.130, 0.030, 0.117, 0.101, 0.114, 0.110, 0.125, 0.126, 0.095, -0.433, -0.037, -0.161, -0.169, 0.020, 0.114, 0.105, 0.130, 0.104, 0.130, 0.099, 0.141, -0.466, -0.065, -0.165, -0.164, 0.012, 0.129, 0.133, 0.117, 0.109, 0.108, 0.123, 0.111, -0.485, -0.045, -0.146, -0.146, 0.010, 0.127, 0.130, 0.109, 0.114, 0.116, 0.126, 0.128, -0.480, -0.057, -0.159, -0.137, 0.000, 0.135, 0.117, 0.104, 0.100, 0.126, 0.090],
  "charge": 0,
  "lumo_energy_ev": 0.1,
  "e_above_lowest_kcal_mol": 0.00,
  "homo_energy_ev": -10.34,
  "gap_ev": 10.42,
  "smiles": "FC(F)C(F)(F)COC(F)(F)C(F)F.FC(F)C(F)(F)COC(F)(F)C(F)F.FC(F)C(F)(F)COC(F)(F)C(F)F.FC(F)C(F)(F)COC(F)(F)C(F)F.FC(F)C(F)(F)COC(F)(F)C(F)F.O=C1CCCO1.O=C1CCCO1.O=C1CCCO1.O=C1CCCO1.O=C1CCCO1"
}

***

{
  "formula": "CHCl2N3O2",
  "method": "wB97M-V/def2-TZVPD",
  "symbols": ["N", "N", "O", "O", "C", "N", "Cl", "Cl", "H"],
  "positions_angstrom": [[-4.35128, 1.27370, 0.85016], [-4.23672, 2.10660, 1.59452], [-4.04079, 2.90350, 2.41338], [-3.48329, 1.34290, -1.60281], [-3.75583, 0.32891, -1.06158], [-3.98104, -0.82427, -0.75498], [-4.41610, -1.78774, 0.49956], [-1.00816, -0.74061, -1.48390], [-1.24252, -1.93700, -1.92485]],
  "atomic_forces_ev_per_a": [[-0.6, 1.4, 1.6], [0.2, -2.0, -1.2], [0.0, 1.3, 0.9], [-0.3, -1.3, 0.6], [0.1, -0.2, -0.9], [0.1, 0.5, -1.2], [0.0, 0.4, 0.2], [0.4, -0.6, -0.3], [0.1, 0.5, 0.2]],
  "nbo_charge": [-0.127, 0.459, -0.312, -0.514, 0.869, -0.621, 0.243, -0.271, 0.274],
  "charge": 0,
  "lumo_energy_ev": 0.4,
  "e_above_lowest_kcal_mol": 9.44,
  "homo_energy_ev": -10.13,
  "gap_ev": 10.50,
  "smiles": "N#[N+][O-].O=C=NCl.Cl"
}